Record 1
Computed, not measured: one molecule with the formula C3H7N3O, with ωB97M-V with the def2-TZVPD basis set.

Last column: natural (NBO) charge in e.
CARTESIAN COORDINATES (ANGSTROEM)
H: -2.84070 1.26638 0.16876  0.34
N: -1.85883 0.76126 -0.36282  -0.69
C: -1.86575 -0.74248 0.11598  0.24
N: -0.49975 -1.16615 -0.28826  -0.66
C: 0.83452 -0.81743 -0.15986  0.65
O: 1.67806 -1.63459 -0.30611  -0.56
C: 1.26051 0.40482 0.45170  -0.32
N: 1.18398 1.64287 -0.28614  -0.81
H: -2.48449 -1.84109 0.50322  0.25
H: -0.40335 -2.22123 -0.26027  0.40
H: 2.43865 0.26652 0.61286  0.22
H: 0.68916 0.68969 1.36615  0.22
H: 1.61272 1.43660 -1.17894  0.35
H: 0.25527 1.95484 -0.37624  0.37

Output
LUMO	-0.45	eV
structure (SMILES)	[H]/N=C/NC(=O)CN
energy relative to the best compared isomer or geometry (same formula, charge and spin)	134.4	kcal/mol
HOMO energy	-9.13	eV
molecular weight	101.1	g mol⁻¹

Record 2
Computed, not measured: one molecule with the formula C3H7N3O, with ωB97M-V with the def2-TZVPD basis set.

Last column: natural (NBO) charge in e.
CARTESIAN COORDINATES (ANGSTROEM)
C: 1.59444 0.57863 -0.95706  -0.43
N: 0.38161 0.91517 -0.24265  -0.28
N: 0.27722 0.45135 1.23497  -0.51
C: -0.47507 -0.16177 0.07951  0.27
N: -0.27125 -1.48781 -0.28926  -0.83
C: -1.84013 0.19724 0.59830  0.41
O: -2.70629 -0.64210 0.73008  -0.54
H: 2.22555 1.46545 -0.97585  0.21
H: 1.32278 0.31423 -1.97958  0.22
H: 2.13358 -0.25699 -0.50419  0.19
H: -0.04901 1.29217 1.71169  0.37
H: -1.10411 -2.03277 -0.08827  0.41
H: 0.56188 -1.91402 0.09087  0.39
H: -2.05122 1.28120 0.59144  0.14

Output
LUMO	0.94	eV
structure (SMILES)	CN1N[C@@]1(N)C=O
energy relative to the best compared isomer or geometry (same formula, charge and spin)	82.3	kcal/mol
HOMO energy	-9.57	eV
molecular weight	101.1	g mol⁻¹

Please write out number 1 again, unchanged.
Computed, not measured: one molecule with the formula C3H7N3O, with ωB97M-V with the def2-TZVPD basis set.

Last column: natural (NBO) charge in e.
CARTESIAN COORDINATES (ANGSTROEM)
H: -2.84070 1.26638 0.16876  0.34
N: -1.85883 0.76126 -0.36282  -0.69
C: -1.86575 -0.74248 0.11598  0.24
N: -0.49975 -1.16615 -0.28826  -0.66
C: 0.83452 -0.81743 -0.15986  0.65
O: 1.67806 -1.63459 -0.30611  -0.56
C: 1.26051 0.40482 0.45170  -0.32
N: 1.18398 1.64287 -0.28614  -0.81
H: -2.48449 -1.84109 0.50322  0.25
H: -0.40335 -2.22123 -0.26027  0.40
H: 2.43865 0.26652 0.61286  0.22
H: 0.68916 0.68969 1.36615  0.22
H: 1.61272 1.43660 -1.17894  0.35
H: 0.25527 1.95484 -0.37624  0.37

Output
LUMO	-0.45	eV
structure (SMILES)	[H]/N=C/NC(=O)CN
energy relative to the best compared isomer or geometry (same formula, charge and spin)	134.4	kcal/mol
HOMO energy	-9.13	eV
molecular weight	101.1	g mol⁻¹

Look up the molecular weight of the second one.
101.1 g mol⁻¹

The lowest energy relative to the best compared isomer or geometry (same formula, charge and spin) belongs to which entry?
number 2

Please write out number 1 again, unchanged.
Computed, not measured: one molecule with the formula C3H7N3O, with ωB97M-V with the def2-TZVPD basis set.

Last column: natural (NBO) charge in e.
CARTESIAN COORDINATES (ANGSTROEM)
H: -2.84070 1.26638 0.16876  0.34
N: -1.85883 0.76126 -0.36282  -0.69
C: -1.86575 -0.74248 0.11598  0.24
N: -0.49975 -1.16615 -0.28826  -0.66
C: 0.83452 -0.81743 -0.15986  0.65
O: 1.67806 -1.63459 -0.30611  -0.56
C: 1.26051 0.40482 0.45170  -0.32
N: 1.18398 1.64287 -0.28614  -0.81
H: -2.48449 -1.84109 0.50322  0.25
H: -0.40335 -2.22123 -0.26027  0.40
H: 2.43865 0.26652 0.61286  0.22
H: 0.68916 0.68969 1.36615  0.22
H: 1.61272 1.43660 -1.17894  0.35
H: 0.25527 1.95484 -0.37624  0.37

Output
LUMO	-0.45	eV
structure (SMILES)	[H]/N=C/NC(=O)CN
energy relative to the best compared isomer or geometry (same formula, charge and spin)	134.4	kcal/mol
HOMO energy	-9.13	eV
molecular weight	101.1	g mol⁻¹